No. 1
{
  "formula": "C19H54BClNO11S2",
  "method": "ωB97M-V/def2-TZVPD",
  "species": ["O", "C", "Cl", "C", "B", "C", "C", "C", "S", "C", "S", "N", "C", "C", "O", "C", "C", "H", "H", "H", "H", "H", "H", "H", "H", "H", "H", "H", "H", "H", "H", "H", "H", "H", "H", "C", "O", "H", "H", "H", "H", "C", "O", "H", "H", "H", "H", "C", "O", "H", "H", "H", "H", "C", "O", "H", "H", "H", "H", "C", "O", "H", "H", "H", "H", "C", "O", "H", "H", "H", "H", "C", "O", "H", "H", "H", "H", "C", "O", "H", "H", "H", "H", "C", "O", "H", "H", "H", "H"],
  "xyz": [[-0.40965, 4.74309, 2.45499], [-0.74285, 4.15612, 1.48097], [0.09500, 4.65231, -0.05222], [-1.75557, 3.07139, 1.35285], [-1.76809, 2.03009, 0.05625], [-3.00151, 0.97779, 0.32020], [-2.71170, -0.01677, 1.46487], [-2.81081, -1.52531, 1.20285], [-2.45650, -2.24494, -0.42860], [-0.76300, -2.15680, -0.68501], [-0.12899, -2.87341, -2.03701], [0.00371, -1.46181, 0.25727], [0.49587, -2.33804, 1.33520], [1.35815, -1.56086, 2.32583], [2.36999, -0.78838, 1.71331], [1.75108, 0.10007, 0.78643], [1.11155, -0.69196, -0.32580], [-1.63436, 2.53566, 2.30719], [-2.73078, 3.57952, 1.40318], [-0.68978, 1.43820, 0.04924], [-1.89656, 2.66758, -0.97779], [-3.86065, 1.59210, 0.63648], [-3.33064, 0.45738, -0.58619], [-1.72973, 0.20527, 1.89379], [-3.44253, 0.15848, 2.25875], [-2.19276, -2.07006, 1.91460], [-3.83440, -1.87082, 1.37712], [1.02482, -3.20477, 0.91293], [-0.35335, -2.72170, 1.90463], [1.85251, -2.25829, 3.00319], [0.70053, -0.89935, 2.90690], [0.99653, 0.71657, 1.28822], [2.52298, 0.75190, 0.37464], [0.71936, -0.02925, -1.09432], [1.86759, -1.36858, -0.74921], [-6.12385, 0.10758, 4.62178], [-5.48106, 0.40230, 3.39087], [-5.55982, -0.70247, 5.08033], [-6.09350, 0.97571, 5.28313], [-7.16269, -0.21784, 4.51220], [-5.93357, 1.13876, 2.96797], [0.06660, 1.23633, -3.78432], [-1.08117, 0.54323, -3.33990], [-0.09423, 2.28618, -3.54638], [0.97517, 0.90396, -3.26893], [0.22269, 1.13517, -4.86457], [-0.96874, -0.39487, -3.52028], [5.20419, 1.82038, 0.42721], [5.44484, 0.49783, 0.90403], [6.17226, 2.27973, 0.24801], [4.64351, 1.81567, -0.51072], [4.65917, 2.41407, 1.16578], [4.59850, 0.07127, 1.08297], [0.81432, -5.79134, -5.18694], [0.21724, -4.53804, -4.88321], [1.29815, -5.68745, -6.15654], [1.58059, -6.04379, -4.45201], [0.07833, -6.59947, -5.24186], [-0.19580, -4.61663, -4.01600], [-3.05559, 3.28713, 5.36737], [-4.17146, 2.39594, 5.34816], [-3.22700, 3.99297, 6.17691], [-2.12031, 2.75294, 5.55556], [-2.95931, 3.83304, 4.42638], [-4.02654, 1.76581, 4.63074], [7.77365, 3.60166, -2.58289], [6.53612, 2.98634, -2.26961], [7.64314, 4.66940, -2.41990], [8.58294, 3.24816, -1.93671], [8.06099, 3.44342, -3.62665], [6.62336, 2.03781, -2.40175], [1.79236, -4.38324, -9.14845], [1.15853, -3.15297, -8.83933], [2.26160, -4.26073, -10.12270], [2.56697, -4.63110, -8.41714], [1.07330, -5.20584, -9.20529], [0.74485, -3.22945, -7.97314], [4.20827, -3.58844, -3.22313], [3.16976, -4.33219, -3.84010], [5.14990, -4.03995, -3.53181], [4.20373, -2.54211, -3.54069], [4.14624, -3.62406, -2.13195], [2.33024, -3.93840, -3.57106], [-5.38651, 3.58705, 8.24486], [-4.25040, 4.41564, 8.47632], [-6.02652, 4.11966, 7.54579], [-5.10629, 2.63297, 7.79487], [-5.93898, 3.41236, 9.17309], [-3.66363, 3.95749, 9.08391]],
  "homo_energy_ev": -5.7,
  "total_charge": -1,
  "e_lumo_ev": 2.1,
  "largest_force_ev_per_a": 0.515,
  "homo_lumo_gap_ev": 7.78
}

No. 2
{
  "formula": "C31H28N14OPt",
  "method": "ωB97M-V/def2-TZVPD",
  "species": ["Pt", "C", "N", "C", "N", "C", "N", "C", "C", "C", "C", "C", "C", "C", "N", "N", "C", "O", "C", "C", "C", "C", "C", "C", "N", "C", "N", "C", "N", "C", "H", "H", "H", "H", "H", "H", "H", "H", "H", "H", "H", "H", "H", "H", "H", "H", "N", "C", "C", "C", "C", "C", "C", "C", "C", "N", "C", "H", "H", "H", "H", "H", "H", "H", "H", "N", "C", "N", "N", "C", "N", "H", "H", "H", "H"],
  "xyz": [[-0.00994, 0.33568, 2.05543], [4.45936, 1.92135, -0.78715], [3.56268, 1.27998, 0.17829], [2.23759, 1.22605, 0.21350], [1.86953, 0.60443, 1.33199], [3.04587, 0.31098, 1.95692], [4.08646, 0.70114, 1.27615], [4.10415, 1.71173, -2.23970], [4.67884, 2.58965, -3.15474], [4.45238, 2.44030, -4.51314], [3.62221, 1.43185, -4.97285], [3.03336, 0.56259, -4.06120], [3.28901, 0.68864, -2.69770], [2.11596, -0.45838, -4.56027], [1.82705, -0.72799, -5.78343], [0.86470, -1.72249, -5.75120], [0.64372, -1.97776, -4.51104], [1.40505, -1.21403, -3.68105], [-0.31954, -2.91727, -3.94453], [-1.19967, -3.57664, -4.79609], [-2.14222, -4.44078, -4.26482], [-2.21324, -4.64087, -2.89486], [-1.32474, -3.99295, -2.04344], [-1.40448, -4.29883, -0.56590], [-0.71273, -3.31714, 0.26900], [-0.96867, -2.02598, 0.42277], [-0.06765, -1.51493, 1.25726], [0.73271, -2.57300, 1.58176], [0.36700, -3.67613, 0.99119], [-0.37355, -3.13401, -2.57081], [5.44584, 1.52250, -0.55616], [4.47486, 2.98852, -0.56338], [1.58281, 1.61227, -0.54907], [3.11295, -0.20357, 2.90010], [5.31556, 3.39263, -2.80225], [4.91408, 3.12111, -5.21476], [3.41495, 1.31292, -6.02731], [2.85435, -0.03277, -2.01740], [-1.13925, -3.39968, -5.86106], [-2.83100, -4.95523, -4.92055], [-2.96013, -5.31224, -2.48757], [-0.92745, -5.24908, -0.33106], [-2.44264, -4.35432, -0.23825], [-1.77042, -1.49003, -0.05914], [1.57583, -2.50744, 2.24730], [0.34500, -2.63500, -1.93260], [-2.07602, 1.28497, 0.28848], [-3.17040, 0.63194, 0.88942], [-4.36803, 0.53130, 0.21972], [-5.48629, -0.12281, 0.76045], [-5.41863, -0.65202, 2.01652], [-4.20641, -0.58385, 2.73880], [-4.11844, -1.11582, 4.04297], [-2.93968, -1.06387, 4.72743], [-1.82494, -0.52132, 4.08175], [-1.86057, -0.01121, 2.86032], [-3.05595, 0.01592, 2.16750], [-1.70709, 2.04912, 0.84125], [-2.32452, 1.62776, -0.63061], [-4.45405, 1.00118, -0.75352], [-6.40307, -0.16665, 0.18954], [-6.27645, -1.11983, 2.48010], [-5.00140, -1.56033, 4.48470], [-2.83642, -1.45251, 5.72947], [-0.86117, -0.51365, 4.57244], [1.18499, 6.40716, 4.22257], [0.84563, 5.12302, 4.25623], [0.83070, 4.47702, 5.42556], [0.54658, 4.55052, 3.08715], [0.29080, 3.29687, 2.99243], [0.01335, 2.18030, 2.82154], [1.32742, 6.95012, 5.05656], [1.15649, 6.88420, 3.33706], [1.05254, 4.94218, 6.28949], [0.51447, 3.52454, 5.47751]],
  "homo_energy_ev": -12.6,
  "total_charge": 2,
  "e_lumo_ev": -5.4,
  "relative_energy_ev": 0.0779,
  "largest_force_ev_per_a": 0.362,
  "homo_lumo_gap_ev": 7.21
}

No. 3
{
  "formula": "C14H22Cl15INO3",
  "method": "ωB97M-V/def2-TZVPD",
  "species": ["C", "C", "O", "C", "C", "N", "C", "C", "O", "C", "C", "C", "O", "I", "H", "H", "H", "H", "H", "H", "H", "H", "H", "H", "H", "H", "H", "H", "H", "H", "H", "C", "Cl", "Cl", "Cl", "H", "C", "Cl", "Cl", "Cl", "H", "C", "Cl", "Cl", "Cl", "H", "C", "Cl", "Cl", "Cl", "H", "C", "Cl", "Cl", "Cl", "H"],
  "xyz": [[7.74492, -1.78098, 0.27390], [6.66872, -2.39070, -0.63327], [6.54120, -3.81059, -0.39943], [5.30996, -1.75599, -0.34619], [4.14485, -2.30043, -1.15642], [3.93910, -3.76926, -0.80050], [2.52774, -4.28973, -0.85686], [1.63485, -3.56001, -1.86441], [1.97444, -2.19747, -2.06381], [2.78009, -1.61596, -1.04937], [2.80033, -0.11257, -1.35187], [2.39994, 0.80288, -0.20913], [1.58771, 1.65841, -0.32123], [3.32312, 0.51585, 1.71954], [7.95239, -2.48088, 1.08666], [7.41242, -0.84394, 0.72574], [8.67703, -1.60408, -0.26162], [6.95030, -2.24145, -1.68145], [7.10173, -4.28863, -1.01882], [5.40673, -0.68654, -0.54743], [5.10206, -1.85585, 0.72664], [4.39060, -2.26373, -2.22383], [4.29467, -3.89004, 0.15026], [4.57445, -4.33778, -1.35832], [2.58022, -5.34492, -1.12851], [2.12119, -4.23829, 0.15213], [1.65820, -4.04716, -2.84073], [0.60727, -3.62880, -1.48906], [2.32410, -1.77525, -0.06065], [3.75250, 0.22073, -1.77363], [2.03128, 0.06622, -2.10764], [-1.41971, 2.82550, -1.35749], [-2.51677, 3.28089, -0.05720], [-2.06827, 1.46598, -2.29300], [-1.07014, 4.19201, -2.40894], [-0.49288, 2.49180, -0.91433], [-5.67551, 1.67614, -1.38165], [-6.16068, 0.94553, 0.14144], [-6.32749, 0.79623, -2.76450], [-6.14033, 3.37893, -1.43572], [-4.59642, 1.63042, -1.43810], [-5.19319, 3.31009, 3.81275], [-5.42801, 3.73098, 2.12301], [-6.61379, 2.49308, 4.46443], [-3.74633, 2.31447, 4.01989], [-5.04853, 4.22535, 4.37232], [-8.21049, -2.15283, 1.84726], [-7.04750, -2.54220, 0.57646], [-7.69034, -0.74068, 2.77133], [-9.81854, -1.90841, 1.17441], [-8.25362, -2.99465, 2.52519], [-5.25070, 7.87610, 1.77177], [-5.67823, 7.22089, 3.35663], [-6.02206, 6.96324, 0.47607], [-5.66524, 9.58436, 1.67379], [-4.17933, 7.78369, 1.65347]],
  "homo_energy_ev": -12.0,
  "total_charge": 1,
  "e_lumo_ev": -3.1,
  "relative_energy_ev": 0.0000,
  "largest_force_ev_per_a": 0.507,
  "homo_lumo_gap_ev": 8.81
}

No. 4
{
  "formula": "C3H2F4O",
  "method": "ωB97M-V/def2-TZVPD",
  "species": ["C", "C", "C", "O", "F", "F", "F", "F", "H", "H"],
  "xyz": [[-0.96370, 0.03902, 1.16034], [-0.28883, 1.03423, 0.47492], [0.82930, -0.66292, -1.03066], [-2.17624, -0.08858, 1.17554], [-0.91958, 1.85584, -0.40174], [1.95662, -0.80369, -0.34900], [0.96618, -0.18980, -2.22412], [0.21477, -1.86573, -0.97176], [-0.34729, -0.66205, 1.67396], [0.72878, 1.34367, 0.49252]],
  "homo_energy_ev": [-9.9, -10.2],
  "e_lumo_ev": [-1.0, -1.5],
  "relative_energy_ev": 3.0476,
  "largest_force_ev_per_a": 4.363,
  "homo_lumo_gap_ev": [8.90, 8.72]
}

| no. | energy (eV) |
| --- | --- |
| 1 | -79457.61220 |
| 2 | -58746.51774 |
| 3 | -218437.28237 |
| 4 | -16057.00968 |